{
  "formula": "C3H7N2O3",
  "method": "wB97M-V/def2-TZVPD",
  "charge": -1,
  "homo_lumo_gap_ev": 8.927,
  "homo_energy_ev": -4.84,
  "relative_energy_kcal_mol": 23.6,
  "elements": ["C", "N", "C", "O", "H", "H", "H", "H", "H", "N", "C", "O", "O", "H", "H"],
  "xyz": [[1.78125, -1.42072, 1.12016], [0.88211, -0.45097, 0.77000], [0.45672, 0.58800, 1.75750], [2.38150, -1.40941, 2.21314], [1.94691, -2.16455, 0.33593], [0.30389, -0.53518, -0.09000], [1.22001, 0.70174, 2.52162], [-0.47581, 0.31095, 2.26273], [0.30985, 1.51766, 1.22642], [-1.92878, 0.63965, -2.56403], [-1.14305, 0.25666, -1.47771], [-0.28697, -0.67697, -1.68741], [-1.26627, 0.93702, -0.40371], [-1.78060, 0.15976, -3.43363], [-2.40076, 1.54635, -2.55099]]
}


{
  "formula": "C3H7O",
  "method": "wB97M-V/def2-TZVPD",
  "charge": 1,
  "homo_lumo_gap_ev": 10.220,
  "homo_energy_ev": -16.94,
  "relative_energy_kcal_mol": 35.9,
  "elements": ["C", "C", "C", "O", "H", "H", "H", "H", "H", "H", "H"],
  "xyz": [[-1.94363, 0.14088, -0.22984], [1.50872, 0.37385, 0.08126], [0.23287, -0.43786, 0.19063], [-1.00547, 0.15192, 0.56618], [-2.88651, 0.27904, 0.30573], [-1.91986, -0.12660, -1.29092], [1.60859, 0.84487, -0.99576], [1.29992, 1.08117, 0.89304], [2.45811, -0.14144, 0.28627], [0.47473, -1.25394, 0.90023], [0.17252, -0.91190, -0.70681]]
}


{
  "formula": "C6H11N3",
  "method": "wB97M-V/def2-TZVPD",
  "charge": 2,
  "homo_lumo_gap_ev": [8.237, 8.596],
  "homo_energy_ev": [-18.90, -18.80],
  "relative_energy_kcal_mol": 156.5,
  "elements": ["C", "C", "C", "C", "C", "C", "N", "N", "N", "H", "H", "H", "H", "H", "H", "H", "H", "H", "H", "H"],
  "xyz": [[1.35316, 1.25781, -1.27083], [-0.42825, 0.16666, 0.05925], [2.92109, -1.38175, 0.36929], [-0.17595, 1.20917, -0.77306], [-1.01733, 0.90725, -2.11768], [-0.98014, -1.21631, 2.10447], [2.12208, 0.36892, -0.94462], [2.09751, -0.60099, -0.15489], [-1.08892, -0.14544, 1.13190], [1.29020, 1.97515, -2.09564], [3.95765, -1.31711, 0.31302], [2.56703, -1.94126, 1.18771], [-0.39500, 2.20296, -0.42665], [-0.72942, 1.67399, -2.78931], [-2.09220, 0.81564, -1.96572], [-0.68647, 0.02242, -2.55200], [-0.90925, -2.26466, 1.66207], [-1.95238, -1.25562, 2.73266], [-0.16478, -0.91656, 2.81527], [-2.01161, 0.27607, 1.29958]]
}


{
  "formula": "C46H106F4N9O10S4",
  "method": "wB97M-V/def2-TZVPD",
  "charge": 5,
  "homo_lumo_gap_ev": 8.319,
  "homo_energy_ev": -18.41,
  "elements": ["C", "C", "O", "N", "H", "H", "C", "H", "H", "H", "H", "H", "H", "C", "C", "O", "N", "H", "H", "C", "H", "H", "H", "H", "H", "H", "C", "C", "C", "N", "C", "C", "C", "C", "C", "H", "H", "H", "H", "H", "H", "H", "H", "H", "H", "H", "H", "H", "H", "H", "H", "H", "H", "C", "C", "C", "N", "C", "C", "C", "C", "C", "H", "H", "H", "H", "H", "H", "H", "H", "H", "H", "H", "H", "H", "H", "H", "H", "H", "H", "C", "C", "C", "N", "C", "C", "C", "C", "C", "H", "H", "H", "H", "H", "H", "H", "H", "H", "H", "H", "H", "H", "H", "H", "H", "H", "H", "C", "C", "C", "N", "C", "C", "C", "C", "C", "H", "H", "H", "H", "H", "H", "H", "H", "H", "H", "H", "H", "H", "H", "H", "H", "H", "H", "C", "C", "C", "N", "C", "C", "C", "C", "C", "H", "H", "H", "H", "H", "H", "H", "H", "H", "H", "H", "H", "H", "H", "H", "H", "H", "H", "N", "S", "O", "O", "F", "S", "O", "O", "F", "N", "S", "O", "O", "F", "S", "O", "O", "F"],
  "xyz": [[1.23157, 4.01424, 2.11097], [-0.04326, 4.37325, 1.40164], [-0.93677, 5.01024, 1.85531], [-0.12912, 3.85457, -0.00595], [0.69376, 4.22347, -0.52976], [0.03587, 2.83555, 0.04893], [-1.46317, 4.07873, -0.73570], [2.04018, 3.99971, 1.38073], [0.92596, 3.12734, 2.67277], [1.47305, 4.75685, 2.87011], [-1.67432, 5.13663, -0.87454], [-2.29632, 3.54106, -0.29902], [-1.19749, 3.75462, -1.74265], [1.28066, -8.00878, -1.18980], [1.52358, -6.54504, -1.39315], [2.16886, -5.91504, -0.62748], [0.80338, -5.93939, -2.60777], [1.61149, -5.60830, -3.14121], [0.40591, -6.75893, -3.06638], [-0.06395, -4.73212, -2.24222], [1.52255, -8.30044, -0.17060], [1.89746, -8.56097, -1.90585], [0.26470, -8.39828, -1.30206], [0.63575, -3.95410, -1.95386], [-0.72563, -5.03359, -1.43594], [-0.57864, -4.56229, -3.18457], [-4.29438, -2.94883, -4.16205], [-5.19291, -1.92242, -3.52412], [-4.46104, -0.72966, -2.85102], [-5.39230, 0.17608, -2.05538], [-6.25164, 0.92810, -3.07344], [-4.52450, 1.16116, -1.26336], [-4.26969, 0.47471, 0.10916], [-5.29102, -0.69354, 0.15985], [-6.28352, -0.37064, -0.93479], [-3.77062, -2.58258, -5.04491], [-4.84089, -3.83859, -4.47009], [-3.59734, -3.25630, -3.37622], [-5.88167, -2.40120, -2.82781], [-5.78401, -1.41841, -4.29296], [-3.97097, -0.16579, -3.64164], [-3.70703, -1.04292, -2.12912], [-6.56747, 1.82527, -2.54793], [-7.01354, 0.21663, -3.37690], [-5.63436, 1.23331, -3.91453], [-5.04766, 2.09105, -1.05280], [-3.54902, 1.29530, -1.72151], [-4.36553, 1.11158, 0.99137], [-3.21700, 0.20932, 0.22040], [-5.58585, -0.92985, 1.17989], [-4.74151, -1.60221, -0.10235], [-6.97913, 0.44643, -0.76291], [-6.72632, -1.31181, -1.25213], [2.33179, -1.12980, -9.76022], [1.02588, -0.40984, -9.45238], [0.82010, -0.31831, -7.93004], [-0.33590, 0.59274, -7.44062], [-1.68364, 0.06481, -7.94169], [-0.09675, 2.05703, -7.79439], [0.65614, 2.78806, -6.66359], [0.33341, 1.89901, -5.47431], [-0.42896, 0.65612, -5.89100], [2.41952, -1.19495, -10.84212], [2.40612, -2.05919, -9.19977], [3.14551, -0.47087, -9.44623], [0.24872, -1.06131, -9.86243], [0.94760, 0.53662, -9.98424], [1.64746, 0.20436, -7.44176], [0.72936, -1.26817, -7.40465], [-2.50141, 0.60998, -7.47915], [-1.58298, -0.94688, -7.55068], [-1.77771, 0.08939, -9.02382], [-1.08991, 2.48043, -7.93646], [0.40378, 1.99711, -8.75838], [0.30315, 3.81677, -6.60815], [1.72462, 2.94397, -6.81041], [-0.20898, 2.51868, -4.76434], [1.21689, 1.50595, -4.97197], [-1.44905, 0.84593, -5.56394], [0.02295, -0.23084, -5.45443], [1.07772, -3.32933, 7.82967], [0.59119, -4.22351, 6.69601], [0.27065, -3.39791, 5.41154], [0.16759, -4.34852, 4.19028], [-0.68806, -5.57513, 4.41836], [-0.29382, -3.61890, 2.89590], [0.82154, -3.65324, 1.87729], [1.60386, -4.87400, 2.33828], [1.56828, -4.87261, 3.83257], [1.79986, -2.51520, 7.71043], [1.47947, -3.84687, 8.69953], [0.29657, -2.66021, 8.21358], [-0.30287, -4.79219, 6.93193], [1.52289, -4.77020, 6.53604], [1.11251, -2.78521, 5.09574], [-0.68074, -2.87054, 5.44448], [-0.26989, -6.27998, 5.13322], [-0.87262, -6.11501, 3.49448], [-1.58126, -5.13196, 4.85951], [-1.23818, -4.03118, 2.54062], [-0.62132, -2.63092, 3.22333], [0.40042, -3.50568, 0.88216], [1.56784, -2.85055, 1.87418], [0.93380, -5.67079, 1.98507], [2.59147, -5.08158, 1.93440], [1.74083, -5.87777, 4.20719], [2.36715, -4.21199, 4.17190], [0.94793, 0.36270, 7.29116], [-0.26236, 1.29702, 7.37709], [-0.86120, 1.72494, 6.01589], [-2.13820, 2.56546, 6.13095], [-1.81096, 4.02814, 6.41779], [-3.17588, 2.11474, 7.18050], [-4.44986, 2.83849, 6.76453], [-4.45757, 2.77525, 5.23830], [-2.98120, 2.49207, 4.87593], [1.48124, 0.33879, 8.23656], [1.60638, 0.67546, 6.47809], [0.58384, -0.61345, 6.96393], [0.18141, 2.24132, 7.71015], [-1.01123, 1.00569, 8.11018], [-1.26844, 0.88040, 5.45902], [-0.11388, 2.28584, 5.46089], [-1.06974, 4.35445, 5.68658], [-1.28928, 4.00102, 7.37129], [-2.67243, 4.67227, 6.28421], [-2.89924, 2.50724, 8.15756], [-3.29459, 1.03319, 7.19210], [-4.44064, 3.85343, 7.15615], [-5.31557, 2.35827, 7.21969], [-4.84190, 3.76656, 4.99990], [-5.13708, 2.01235, 4.86583], [-2.69386, 3.23563, 4.13109], [-2.87409, 1.52077, 4.39614], [5.97984, 3.26988, 2.76965], [5.74212, 1.96215, 2.00652], [5.81014, 2.04193, 0.49562], [4.79793, 1.21200, -0.22936], [3.44451, 1.83784, -0.11359], [4.72208, -0.25072, 0.12772], [4.27425, -0.98130, -1.11336], [4.61730, -0.09468, -2.33581], [5.35177, 1.02956, -1.64372], [5.15237, 3.97796, 2.77505], [6.73901, 3.85399, 2.24010], [6.42101, 3.03162, 3.73379], [4.73071, 1.60058, 2.25320], [6.27856, 1.14122, 2.48452], [6.77281, 1.56893, 0.29540], [5.73444, 3.04014, 0.06978], [3.50986, 2.93006, -0.10051], [2.76649, 1.44842, 0.63539], [3.00523, 1.87642, -1.11710], [3.90055, -0.32683, 0.83998], [5.62466, -0.54993, 0.65833], [3.23031, -1.28570, -0.98449], [4.60246, -1.96083, -1.47431], [3.74181, 0.42197, -2.74046], [5.21471, -0.50162, -3.14520], [5.36946, 1.97324, -2.19115], [6.40272, 0.73910, -1.60674], [-0.14937, 1.08891, -0.16390], [-0.02618, 0.06505, 0.99808], [1.29057, -0.18005, 1.52020], [-1.05516, -0.95553, 1.06678], [-0.55205, 1.04083, 2.15815], [-0.32571, -0.06160, -1.38923], [-1.51799, 0.17675, -2.15783], [0.19945, -1.39738, -1.20594], [0.76706, 0.68076, -2.22078], [1.99274, 4.81648, -1.43895], [3.21050, 5.86941, -1.02003], [3.83546, 6.71303, -1.96589], [4.02464, 5.31349, 0.01285], [2.30559, 6.83704, -0.12164], [2.35394, 4.55685, -2.88764], [3.53418, 3.70098, -3.04951], [2.17518, 5.60156, -3.84426], [1.20072, 3.46085, -3.24239]]
}


These records have calculated total energy values of -453.85012 -193.37313 -398.58914 -5051.78500 a.u., in the order they appear.